The following is a DFT calculation (the ωB97M-V functional and the def2-TZVPD basis) of an isolated molecule of C4H7NS2.

Computed properties:
**Total charge**: 0
**Orbital gap (alpha / beta)**: 5.412 / 5.300 eV
**HOMO energy (alpha / beta)**: -7.9 / -7.9 eV

Each atom is followed by the atoms it is bonded to, with distances in Å.
Atoms and positions in Å:
1 C 1.02321 0.32872 0.11432  C2 1.412, C4 1.399, N5 1.355
2 C 2.29346 0.24310 0.72420  C1 1.412, H8 0.989, H9 1.061
3 C -2.13205 -1.50049 -0.55212  S7 1.608, H10 1.130, H11 1.036
4 C 0.72798 1.27705 -0.87104  C1 1.399, H12 1.046, H13 1.119
5 N 0.13471 -0.58732 0.56921  C1 1.355, S7 1.582
6 S -1.82874 1.62551 0.39588  S7 2.064
7 S -1.42475 -0.39880 0.38208  C3 1.608, N5 1.582, S6 2.064, H14 1.356
8 H 2.33825 -0.37584 1.49372  C2 0.989
9 H 3.09164 0.94212 0.69784  C2 1.061
10 H -3.21958 -1.29223 -0.32899  C3 1.130
11 H -1.73414 -1.69069 -1.48972  C3 1.036
12 H 0.88154 2.30944 -0.93673  C4 1.046
13 H -0.20218 1.21663 -1.49079  C4 1.119
14 H -1.88156 -0.82491 1.58548  S7 1.356

---

The following is a DFT calculation (the ωB97M-V functional and the def2-TZVPD basis) of a cluster of 2 separate species, C5H11NO2 in total.

Computed properties:
**Total charge**: 0
**Orbital gap**: 10.863 eV
**HOMO energy**: -10.0 eV

Each atom is followed by the atoms it is bonded to, with distances in Å.
Atoms and positions in Å:
1 C -1.53961 1.53283 1.34503  C2 1.356, H8 1.106, H9 1.097
2 C -0.84549 0.61371 0.62998  C1 1.356, C3 1.549, H10 1.099
3 C 0.31034 -0.11017 1.36433  C2 1.549, C4 1.549, H11 1.132, H12 1.114
4 C 1.60943 -0.01845 0.52656  C3 1.549, C5 1.574, H13 1.092, H14 1.145
5 C 1.27295 -0.61113 -0.89187  C4 1.574, N6 1.389, O7 1.233
6 N 1.13389 0.37957 -1.85612  C5 1.389, H15 0.983, H16 1.067
7 O 1.06528 -1.81076 -1.08422  C5 1.233
8 H -2.44656 2.05015 0.98089  C1 1.106
9 H -1.31705 1.73783 2.39926  C1 1.097
10 H -1.14439 0.13454 -0.31290  C2 1.099
11 H 0.33316 0.33697 2.40390  C3 1.132
12 H 0.20178 -1.21197 1.48762  C3 1.114
13 H 1.94501 0.98536 0.25852  C4 1.092
14 H 2.41237 -0.61204 1.08769  C4 1.145
15 H 0.72313 1.25871 -1.69652  N6 0.983
16 H 0.72738 -0.04009 -2.74835  N6 1.067
17 O -1.72216 -1.43373 -1.64462  H18 0.955, H19 0.930
18 H -1.89414 -1.52591 -0.70989  O17 0.955
19 H -0.82531 -1.65541 -1.53930  O17 0.930

---

The following is a DFT calculation (the ωB97M-V functional and the def2-TZVPD basis) of an isolated molecule of C16H18N6O4.

Computed properties:
**Total charge**: 0
**Orbital gap**: 10.002 eV
**HOMO energy**: -9.6 eV

Each atom is followed by the atoms it is bonded to, with distances in Å.
Atoms and positions in Å:
1 C -5.72372 0.31487 0.66915  C2 1.483, H27 1.086, H28 1.090, H29 1.089
2 C -4.69648 1.38466 0.68636  C1 1.483, N3 1.292, O26 1.336
3 N -3.45274 1.31565 0.34297  C2 1.292, C4 1.378
4 C -3.01574 2.60194 0.57270  N3 1.378, C5 1.497, N25 1.296
5 C -1.61185 3.04140 0.29413  C4 1.497, N6 1.456, H30 1.089, H31 1.084
6 N -1.32725 3.01902 -1.13401  C5 1.456, C7 1.456, C8 1.364
7 C -1.87849 4.13517 -1.88834  N6 1.456, H32 1.084, H33 1.093, H34 1.091
8 C -0.93850 1.90996 -1.82605  N6 1.364, O9 1.221, C10 1.491
9 O -0.99182 1.84885 -3.04453  C8 1.221
10 C -0.42922 0.70757 -1.10552  C8 1.491, C11 1.348, N24 1.395
11 C -0.39908 -0.51320 -1.67710  C10 1.348, O12 1.359, H35 1.074
12 O 0.14255 -1.38701 -0.78759  C11 1.359, C13 1.352
13 C 0.42014 -0.63769 0.30284  O12 1.352, C14 1.499, N24 1.286
14 C 1.08891 -1.31719 1.45991  C13 1.499, C15 1.520, N16 1.457, H36 1.090
15 C 1.09754 -0.42976 2.69391  C14 1.520, H37 1.089, H38 1.089, H39 1.090
16 N 2.44032 -1.70640 1.07920  C14 1.457, C17 1.361, H40 1.006
17 C 2.76784 -2.99655 0.79508  N16 1.361, O18 1.213, C19 1.506
18 O 1.99893 -3.92454 0.93545  C17 1.213
19 C 4.17577 -3.21806 0.30738  C17 1.506, C20 1.495, C21 1.511, H41 1.082
20 C 4.95696 -2.20480 -0.46523  C19 1.495, C21 1.511, H42 1.082, H43 1.080
21 C 4.36553 -3.39703 -1.18095  C19 1.511, C20 1.511, C22 1.442, H44 1.082
22 C 5.25077 -4.43757 -1.64308  C21 1.442, N23 1.148
23 N 5.97374 -5.25158 -2.00773  C22 1.148
24 N 0.12121 0.60671 0.17188  C10 1.395, C13 1.286
25 N -3.92576 3.40623 1.02389  C4 1.296, O26 1.395
26 O -5.05950 2.59834 1.11027  C2 1.336, N25 1.395
27 H -5.27695 -0.59830 0.28812  C1 1.086
28 H -6.10675 0.14448 1.67477  C1 1.090
29 H -6.55975 0.60713 0.03480  C1 1.089
30 H -1.49057 4.06266 0.65342  C5 1.089
31 H -0.92121 2.39242 0.82056  C5 1.084
32 H -1.64252 3.99670 -2.93763  C7 1.084
33 H -2.96305 4.18892 -1.76611  C7 1.093
34 H -1.44256 5.06681 -1.52573  C7 1.091
35 H -0.70344 -0.89060 -2.63532  C11 1.074
36 H 0.56619 -2.25402 1.65546  C14 1.090
37 H 0.08043 -0.16053 2.97388  C15 1.089
38 H 1.56870 -0.95991 3.51970  C15 1.089
39 H 1.64389 0.49417 2.50147  C15 1.090
40 H 3.13089 -0.98366 0.96565  N16 1.006
41 H 4.72662 -3.90994 0.93057  C19 1.082
42 H 4.50959 -1.24760 -0.69654  C20 1.082
43 H 6.02872 -2.18924 -0.33244  C20 1.080
44 H 3.50170 -3.22847 -1.80963  C21 1.082

---

The following is a DFT calculation (the ωB97M-V functional and the def2-TZVPD basis) of a cluster of 4 separate species, C36H57ClF4NO11S2Si in total.

Computed properties:
**Total charge**: +1
**Orbital gap**: 7.431 eV
**HOMO energy**: -10.6 eV

Each atom is followed by the atoms it is bonded to, with distances in Å.
Atoms and positions in Å:
1 C 6.21868 -2.51015 0.41721  C2 1.644, H36 1.171, H37 1.188, H38 1.190
2 C 5.32031 -3.78444 -0.10269  C1 1.644, C3 1.668, H39 1.182, H40 1.184
3 C 4.36185 -4.44470 1.09246  C2 1.668, O4 1.471, H41 1.180, H42 1.170
4 O 3.08972 -3.73143 1.28504  C3 1.471, C5 1.454
5 C 1.98451 -4.66584 1.42417  O4 1.454, C6 1.673, H43 1.193, H44 1.180
6 C 0.55289 -3.99548 1.97090  C5 1.673, Cl7 1.906, C8 1.617, C34 1.635
7 Cl -0.48100 -5.58142 2.19518  C6 1.906
8 C 0.62638 -3.34718 3.45052  C6 1.617, N9 1.498, H45 1.197, H46 1.199
9 N 0.65956 -1.86002 3.63109  C8 1.498, C10 1.505, C16 1.522, H47 1.073
10 C 1.82004 -1.44605 4.49502  N9 1.505, F11 1.516, F12 1.493, C13 1.619
11 F 1.57996 -2.14190 5.82044  C10 1.516
12 F 1.86979 -0.00134 4.86960  C10 1.493
13 C 3.32549 -1.85443 4.06036  C10 1.619, F14 1.512, F15 1.516, H48 1.169
14 F 3.82994 -3.14931 4.65612  C13 1.512
15 F 4.23516 -0.82198 4.69628  C13 1.516
16 C 0.33498 -0.98493 2.42897  N9 1.522, S17 1.925, C18 1.611, C26 1.656
17 S -0.74205 0.45887 3.10918  C16 1.925, H49 1.408
18 C 1.58824 -0.36153 1.63086  C16 1.611, C19 1.613, H50 1.195, H51 1.196
19 C 1.35811 0.64401 0.39137  C18 1.613, C20 1.665, C25 1.675
20 C 0.65147 2.15067 0.42727  C19 1.665, C21 1.657, H52 1.169
21 C 0.48398 3.12533 -0.90245  C20 1.657, C22 1.661, H53 1.170
22 C 1.05403 2.67507 -2.39572  C21 1.661, C23 1.656, H54 1.171
23 C 1.78136 1.18857 -2.45871  C22 1.656, C24 1.665, C25 1.639
24 C 2.37901 0.60312 -3.89837  C23 1.665, H55 1.194, H56 1.171, H57 1.177
25 C 1.93306 0.24169 -1.12910  C19 1.675, C23 1.639, H58 1.189
26 C -0.79923 -1.78569 1.52672  C16 1.656, C27 1.626, C34 1.638, H59 1.198
27 C -1.69573 -0.87664 0.51957  C26 1.626, C28 1.675, H60 1.161, H61 1.195
28 C -3.30215 -0.73853 0.97218  C27 1.675, O29 1.493, H62 1.168, H63 1.185
29 O -3.59313 0.70799 1.19958  C28 1.493, Si30 1.762
30 Si -5.31551 0.97548 1.45790  O29 1.762, C31 1.937, C32 1.962, C33 1.938
31 C -6.09384 1.92086 -0.04275  Si30 1.937, H64 1.171, H65 1.184, H66 1.182
32 C -5.43417 2.20636 2.98167  Si30 1.962, H67 1.170, H68 1.185, H69 1.192
33 C -6.28128 -0.62473 1.96860  Si30 1.938, H70 1.171, H71 1.173, H72 1.188
34 C -0.26572 -3.16611 0.82435  C6 1.635, C26 1.638, S35 1.873, H73 1.196
35 S 0.64766 -2.95750 -0.79729  C34 1.873, H74 1.418
36 H 5.59513 -1.77663 1.08410  C1 1.171
37 H 7.14246 -2.86400 1.07555  C1 1.188
38 H 6.57742 -1.89762 -0.53821  C1 1.190
39 H 6.01713 -4.61128 -0.58051  C2 1.182
40 H 4.56166 -3.36586 -0.90987  C2 1.184
41 H 4.94319 -4.45578 2.11952  C3 1.180
42 H 4.14722 -5.54892 0.77001  C3 1.170
43 H 2.30281 -5.47044 2.24583  C5 1.193
44 H 1.84231 -5.28259 0.42814  C5 1.180
45 H 1.50605 -3.93739 4.00689  C8 1.197
46 H -0.33978 -3.75857 4.02857  C8 1.199
47 H -0.17025 -1.64954 4.27772  N9 1.073
48 H 3.58434 -1.79179 2.92195  C13 1.169
49 H -1.69716 -0.10103 3.97867  S17 1.408
50 H 2.23712 -1.27604 1.21823  C18 1.195
51 H 2.34360 0.21201 2.35949  C18 1.196
52 H 0.24561 2.57823 1.43647  C20 1.169
53 H -0.01509 4.17850 -0.80069  C21 1.170
54 H 0.96695 3.36629 -3.33715  C22 1.171
55 H 2.45894 -0.57685 -3.73482  C24 1.194
56 H 3.44185 1.02335 -4.15320  C24 1.171
57 H 1.58393 0.74343 -4.75509  C24 1.177
58 H 2.49591 -0.79414 -1.28030  C25 1.189
59 H -1.59291 -2.15693 2.34436  C26 1.198
60 H -1.35116 0.21371 0.32089  C27 1.161
61 H -1.75851 -1.40104 -0.55192  C27 1.195
62 H -3.54496 -1.27690 1.97975  C28 1.168
63 H -4.00270 -1.06181 0.07306  C28 1.185
64 H -6.38938 1.20574 -0.92168  C31 1.171
65 H -7.09167 2.44711 0.31678  C31 1.184
66 H -5.36685 2.77695 -0.40983  C31 1.182
67 H -4.70426 3.09972 2.78445  C32 1.170
68 H -6.57163 2.52681 3.06757  C32 1.185
69 H -5.16590 1.59571 3.96978  C32 1.192
70 H -5.79101 -1.02561 2.95335  C33 1.171
71 H -7.39595 -0.31295 2.15716  C33 1.173
72 H -6.18084 -1.45954 1.12972  C33 1.188
73 H -1.26538 -3.75171 0.52627  C34 1.196
74 H 0.26158 -3.97585 -1.70471  S35 1.418
75 C -0.99008 -1.19503 -8.48346  C76 1.515, H82 1.095, H83 1.094, H84 1.095
76 C 0.06236 -1.44400 -7.42277  C75 1.515, C77 1.499, O81 1.418, H85 1.096
77 C 0.54708 -2.86178 -7.37419  C76 1.499, O78 1.417, H86 1.094, H87 1.096
78 O 0.97328 -2.99034 -6.02891  C77 1.417, C79 1.368
79 C 0.22490 -2.10585 -5.30224  O78 1.368, O80 1.220, O81 1.367
80 O 0.18643 -2.07139 -4.08376  C79 1.220
81 O -0.47802 -1.26860 -6.12340  C76 1.418, C79 1.367
82 H -1.42429 -0.19674 -8.36270  C75 1.095
83 H -0.56325 -1.27532 -9.48729  C75 1.094
84 H -1.81719 -1.90776 -8.39668  C75 1.095
85 H 0.89152 -0.73644 -7.54064  C76 1.096
86 H 1.37910 -3.04300 -8.06156  C77 1.094
87 H -0.23923 -3.60187 -7.55969  C77 1.096
88 C 4.34511 2.02528 4.19774  C89 1.515, H95 1.095, H96 1.094, H97 1.095
89 C 5.72821 2.61695 4.37561  C88 1.515, C90 1.499, O94 1.418, H98 1.096
90 C 5.80379 3.66460 5.44525  C89 1.499, O91 1.417, H99 1.094, H100 1.096
91 O 6.89973 4.45494 5.01836  C90 1.417, C92 1.368
92 C 6.95649 4.33067 3.65756  O91 1.368, O93 1.220, O94 1.367
93 O 7.65625 5.01507 2.93003  C92 1.220
94 O 6.12092 3.34047 3.22087  C89 1.418, C92 1.367
95 H 4.31192 1.39630 3.30164  C88 1.095
96 H 4.06169 1.42079 5.06409  C88 1.094
97 H 3.59333 2.80926 4.05683  C88 1.095
98 H 6.46196 1.81868 4.53816  C89 1.096
99 H 5.99727 3.23884 6.43462  C90 1.094
100 H 4.91596 4.30451 5.49744  C90 1.096
101 C -4.79615 4.82886 -3.98262  C102 1.515, H108 1.095, H109 1.094, H110 1.095
102 C -6.27704 4.51733 -3.91485  C101 1.515, C103 1.499, O107 1.418, H111 1.096
103 C -7.11553 5.66886 -3.44759  C102 1.499, O104 1.417, H112 1.094, H113 1.096
104 O -8.24053 5.01599 -2.88536  C103 1.417, C105 1.368
105 C -7.80335 3.79027 -2.46473  O104 1.368, O106 1.220, O107 1.367
106 O -8.45070 3.02831 -1.76637  C105 1.220
107 O -6.54231 3.53481 -2.92721  C102 1.418, C105 1.367
108 H -4.22210 3.91400 -4.16482  C101 1.095
109 H -4.58123 5.54534 -4.78060  C101 1.094
110 H -4.43370 5.24124 -3.03488  C101 1.095
111 H -6.62512 4.12792 -4.87882  C102 1.096
112 H -7.42048 6.32448 -4.26901  C103 1.094
113 H -6.63916 6.27095 -2.66593  C103 1.096